1.
94
Properties=species:S:1:pos:R:3:forces:R:3:mulliken_spin:R:1 method="wB97M-V/def2-TZVPD" e_above_lowest_kcal_mol=2.1 total_charge=+3 multiplicity=4
H 2.925 2.051 2.470 -0.0466 0.0958 0.0217 0.00
H -1.330 -4.570 1.361 0.0043 0.0065 0.0029 0.00
C -2.032 -0.033 -2.364 -0.0064 0.0046 0.0060 0.03
H -0.604 6.424 -1.075 0.0006 -0.0014 -0.0043 0.00
N -0.301 1.659 2.587 0.0429 0.0221 0.1101 -0.04
C -2.210 4.383 -2.019 -0.0092 -0.0158 0.0037 0.00
H 0.138 2.534 2.304 -0.0164 -0.0300 -0.0668 0.02
C 4.463 -4.145 -1.917 0.0138 0.0031 0.0024 0.01
N -0.422 2.073 -0.245 0.0790 0.0676 -0.1200 -0.06
C 4.047 1.306 -1.541 -0.0080 -0.0188 -0.0293 0.00
H -0.113 -3.412 -2.228 0.0221 0.0191 -0.0117 0.00
C 3.443 -0.778 2.503 0.0028 0.0512 0.0135 0.01
N -2.454 0.463 1.192 -0.0561 0.0905 0.0673 -0.02
H 4.202 1.994 -2.373 0.0069 -0.0309 -0.0309 0.00
H 0.687 0.848 -2.326 0.0526 -0.0001 0.0289 0.00
H -2.636 -2.256 3.253 0.0110 -0.0070 -0.0206 0.00
C 3.760 1.689 1.874 0.0904 -0.0372 -0.0031 0.01
H 4.645 1.727 2.510 0.0015 -0.0108 -0.0027 0.00
C -3.095 -0.731 1.805 0.0386 0.0510 0.0460 0.00
H -0.686 -0.290 4.876 0.0081 -0.0067 -0.0056 0.00
C 3.544 0.257 1.380 -0.0144 -0.0808 -0.0162 0.00
C -5.413 -3.617 -1.399 -0.0008 0.0043 -0.0005 0.00
H 2.642 -0.559 3.211 0.0599 0.0200 -0.0781 0.00
H -2.501 -0.628 3.900 -0.0310 -0.0304 0.0147 0.00
H -1.142 5.469 0.303 0.0007 -0.0003 0.0003 0.00
H 1.261 4.329 -2.382 0.0106 -0.0079 -0.0007 0.00
H -0.415 -4.813 -0.112 -0.0036 -0.0126 0.0330 0.00
C 3.289 -2.184 -0.837 0.0476 0.0234 -0.0012 0.07
C -3.682 -1.822 -1.773 0.0281 -0.0110 0.0058 0.00
C -1.814 -3.197 -0.218 0.0261 -0.0291 -0.0366 0.03
H 4.672 1.658 -0.723 -0.0230 -0.0576 -0.0270 0.00
C -0.830 -4.046 0.546 -0.0489 -0.0011 0.0819 0.03
C -3.098 -3.696 -0.417 -0.0380 0.0010 0.0030 -0.01
P 2.131 0.168 0.213 0.0436 0.0805 0.1772 -0.03
H 4.504 -4.416 -2.973 -0.0001 -0.0001 -0.0008 0.01
C -4.052 -3.029 -1.179 0.0179 0.0134 0.0254 0.02
H -5.758 -4.165 -0.524 0.0038 0.0003 -0.0024 0.00
H -2.688 2.542 1.198 0.0454 0.0355 -0.0359 0.00
C 0.524 1.123 3.709 -0.1166 0.0078 0.0475 0.01
H -1.549 0.714 -1.733 -0.0565 -0.0562 -0.0503 0.00
C -2.415 -1.278 -1.606 -0.0558 0.0286 -0.0027 0.01
H -4.391 -1.310 -2.413 -0.0089 0.0047 0.0087 0.00
H -5.383 -4.322 -2.233 -0.0017 -0.0005 -0.0048 0.00
H -2.872 0.565 0.269 -0.0057 -0.0646 -0.0041 0.01
H 1.991 1.579 -3.268 -0.0321 0.0243 -0.0010 0.00
C -2.336 -1.236 3.014 0.0496 0.0295 -0.0508 0.01
C 1.983 -3.760 -2.131 -0.0514 -0.0213 -0.0357 -0.02
H -1.328 -0.266 -3.167 -0.0155 -0.0350 0.0077 0.00
C -1.495 -1.957 -0.795 -0.0025 0.0754 0.0831 -0.13
H 0.073 5.295 -3.256 0.0001 0.0025 0.0041 0.00
C -2.716 1.734 1.925 0.0048 -0.0029 0.0050 0.00
H 0.569 5.451 -0.189 0.0079 0.0017 0.0043 0.00
H -3.718 1.724 2.359 -0.0121 0.0226 -0.0266 0.00
C 0.879 -1.951 -0.957 0.0394 -0.2322 -0.1501 0.17
C -0.460 5.482 -0.548 -0.0034 -0.0066 0.0068 0.00
C 2.551 1.275 -1.217 0.0849 0.0557 0.0927 0.02
N -0.222 -1.344 -0.523 -0.3651 0.3488 0.0050 0.31
H -3.130 -1.497 1.041 -0.0301 -0.1094 -0.1201 0.00
H -4.125 -0.500 2.089 0.0065 0.0106 0.0292 0.00
H -6.146 -2.850 -1.645 0.0011 -0.0014 0.0012 0.00
C 2.157 -1.471 -0.537 0.1706 0.0146 0.0644 0.10
H 3.919 2.391 1.054 -0.0386 -0.0052 0.0709 0.00
C 0.224 4.360 -2.716 0.0078 -0.0013 0.0062 0.00
H 2.243 2.275 -0.894 -0.0261 -0.0111 -0.0178 0.00
Tc -0.261 0.296 0.881 -0.1914 -0.3047 -0.0810 2.00
H -2.909 0.422 -2.822 -0.0063 -0.0137 -0.0094 0.00
H 0.946 -0.819 4.551 -0.0319 -0.0136 -0.0255 0.00
H 4.443 -5.085 -1.356 -0.0012 -0.0014 -0.0040 0.03
H -1.754 3.020 3.347 0.0047 -0.0140 0.0405 0.00
H 0.038 3.538 -3.406 0.0014 -0.0059 -0.0024 0.00
H 4.375 -0.785 3.068 -0.0065 -0.0074 0.0062 0.00
C 0.838 -3.088 -1.826 0.0277 -0.0388 -0.0649 0.18
H 1.547 1.111 3.357 0.0400 -0.0238 0.0285 -0.02
H 0.008 -3.488 0.959 0.0005 0.0167 0.0228 0.00
H 4.259 -1.839 -0.497 0.0001 -0.0175 -0.0113 0.01
H 0.475 1.798 4.568 -0.0292 -0.0245 0.0035 0.00
C 1.768 0.871 -2.469 -0.0483 0.0342 -0.0024 0.02
H 4.408 -0.009 0.767 0.0221 -0.0021 -0.0393 0.00
H -1.915 1.376 3.906 -0.0056 -0.0224 -0.0309 0.00
H 4.403 0.327 -1.867 0.0144 -0.0031 0.0122 0.00
H -2.914 4.373 -1.187 -0.0061 -0.0049 0.0024 0.00
C 3.237 -3.359 -1.616 0.0696 0.0452 0.0451 0.16
H -2.433 3.555 -2.693 -0.0024 0.0019 -0.0018 0.00
C -0.560 3.065 -0.811 0.0063 0.0216 0.0775 0.07
C -1.699 1.979 3.027 -0.0148 0.0306 0.0158 0.01
H 5.372 -3.611 -1.649 0.0009 -0.0027 -0.0008 0.00
C -0.753 4.335 -1.529 0.0003 -0.0120 -0.0463 0.00
S -0.521 -1.257 2.701 0.2682 -0.0086 0.0358 0.00
H 1.939 -4.624 -2.783 0.0004 -0.0041 -0.0007 0.00
C 0.100 -0.284 4.123 -0.0515 0.1109 -0.0503 0.01
H 2.085 -0.112 -2.822 0.0050 0.0151 -0.0021 0.00
H -2.354 5.313 -2.568 0.0076 0.0031 0.0030 0.00
H 3.280 -1.785 2.121 0.0166 -0.0288 -0.0298 0.00
H -3.356 -4.649 0.033 0.0032 -0.0047 -0.0122 0.00


2.
107
Properties=species:S:1:pos:R:3:forces:R:3:mulliken_charge:R:1 method="wB97M-V/def2-TZVPD" total_energy_ev=-119869.258 total_charge=-1 multiplicity=1
H -1.724 -4.358 -2.711 1.1704 0.6372 0.4655 0.28
H 10.083 1.926 -0.143 -0.0424 0.0419 0.0397 0.34
H -0.525 -1.965 1.866 1.1186 -0.3967 -1.1577 0.26
C -1.043 -0.137 -1.840 0.6255 3.7674 -1.8276 0.51
H -6.404 2.293 -5.881 -0.1252 0.0436 0.2479 0.39
C 7.453 3.912 1.882 0.2086 -0.0534 -0.0849 -0.57
H 5.328 -0.541 3.866 0.1264 0.0042 -0.0614 0.24
O 3.985 -2.915 1.179 0.3079 0.4598 0.5029 -0.51
H 6.974 -0.580 3.200 -0.0820 0.0078 0.0621 0.30
C 8.075 1.950 0.629 0.1107 0.1632 0.0523 -0.46
O 2.466 -2.598 -5.353 0.2061 0.1337 0.1008 -0.72
C 7.127 2.666 1.354 0.0705 -0.0110 0.1480 0.33
Cl -6.090 1.799 1.160 0.0520 0.1085 -0.1450 -0.14
H -5.251 1.919 -1.037 -0.0832 -0.1538 0.1717 -0.04
C -4.445 -1.242 -0.324 0.3195 -0.3204 0.3979 0.36
H -5.198 3.397 -5.623 -0.3029 0.0193 -0.1270 0.41
O -3.405 1.633 -5.611 -1.1667 -0.0579 -0.5348 -0.37
C -1.409 0.099 -3.356 1.8492 3.4062 2.8081 -0.25
H 7.801 -1.726 5.258 0.0231 -0.0741 -0.0441 0.30
O -5.968 -2.817 -1.686 -0.0801 0.8451 -0.3659 -0.40
C -6.142 -2.520 -3.086 0.3525 -0.8568 0.1199 -0.39
H 3.136 -2.675 0.822 -0.8475 -0.1501 -0.6515 0.29
H -1.355 1.643 -5.051 0.8318 -0.0825 2.0352 0.31
O 4.489 -1.545 -5.345 -0.2972 -0.2932 -0.4634 -0.78
N 0.329 -4.475 -1.857 -0.9327 0.4452 -1.8368 -0.10
H 1.242 -4.853 -3.819 0.3780 0.7066 1.3384 0.31
O 5.950 -1.819 6.188 -0.0556 -0.0576 0.2929 -0.43
C 8.727 4.440 1.689 -0.0363 -0.0694 -0.0421 -0.29
Al 0.550 0.862 2.375 -0.5123 1.2906 0.5935 0.56
C -5.416 2.772 6.191 -0.2342 0.1180 0.3569 -0.40
H -6.150 3.042 -3.568 -0.0064 -0.1860 -0.0568 0.38
H -7.221 -2.207 -3.292 1.3706 -0.0538 0.1192 0.23
H -3.928 -0.494 -1.033 -0.8727 -1.0234 0.8866 -0.13
H -5.309 4.831 5.464 -0.0058 -0.0901 0.0736 0.34
H -5.876 1.282 -3.727 0.1122 0.0891 0.0603 0.42
Cl -0.598 3.374 2.729 0.4511 -1.0870 -0.2220 -0.65
H 7.406 -3.872 5.011 -0.0838 -0.0543 -0.0426 0.27
H -3.819 -3.480 -0.486 0.2109 1.4507 0.3955 0.31
H -6.674 -1.639 -0.032 1.0125 -0.4108 -1.0444 0.31
H 6.065 -2.077 3.422 0.0514 0.0687 -0.0708 0.23
In -1.365 -2.148 -0.851 -0.0899 0.0099 -0.5315 0.74
C 6.270 -1.096 3.857 -0.1166 -0.1481 -0.0091 -0.78
C -4.469 1.661 -6.152 3.0923 -1.3435 -0.4659 0.51
H -3.383 -2.634 1.085 -0.1259 0.1309 -1.7177 0.27
H -4.482 2.418 -3.577 -0.0125 -0.1597 -0.2959 0.38
H 1.785 -3.276 -2.997 -0.6082 -1.6549 0.3141 0.18
C 6.837 -1.206 5.260 -0.0222 0.1293 -0.2145 -0.39
H 7.034 -0.199 5.640 -0.1317 -0.1625 0.1604 0.32
C 2.273 -0.371 0.780 -5.4659 -4.3932 -0.5808 -0.20
C 3.402 -1.946 -4.850 -0.0586 -0.4783 -1.5153 0.69
H 2.799 0.717 0.771 0.5888 -1.2409 -0.0787 0.29
H -6.224 -0.744 -1.564 0.5385 -1.6412 1.2517 -0.30
H -4.573 -0.710 0.694 0.1296 -0.6376 -1.7312 0.01
C -6.206 2.147 -0.564 0.3606 0.2121 0.2523 -0.05
C -0.220 2.388 -1.909 -0.2212 -1.8513 0.4738 -0.40
C -3.468 -2.487 -0.055 -0.4345 -0.2573 1.0710 -0.97
H 6.131 2.251 1.506 0.5566 0.2300 -0.0580 -0.15
H 6.713 4.471 2.446 0.0312 -0.0694 -0.0473 0.37
C 1.326 -1.307 0.758 1.2923 1.4425 0.9259 -0.01
H 4.955 -3.166 4.968 0.1034 -0.0471 -0.0465 0.28
N -0.513 2.612 -3.283 -1.1300 -4.0125 2.1462 -0.65
H -5.164 1.845 -8.154 -0.1611 -0.1010 -0.0385 0.40
C 6.708 -4.129 5.809 0.1668 -0.0177 -0.0124 -1.02
H 10.664 4.139 0.806 -0.0568 -0.0238 0.0067 0.33
H -6.466 2.721 5.886 0.0278 -0.0147 -0.0011 0.24
H 0.036 -5.455 -1.734 0.4224 0.6253 0.1243 0.21
H 0.453 -3.349 1.013 -0.5570 1.4177 -0.3008 0.31
H -3.865 0.659 -7.920 -0.0639 0.0709 0.2272 0.34
C 1.486 -4.368 -2.808 1.2566 -0.2062 0.3321 -0.73
C -5.906 -1.619 -0.875 0.1853 1.5446 -0.6045 0.13
C 5.550 -3.150 5.887 -0.0179 0.1125 -0.1138 -0.30
C -0.424 1.095 -1.094 -1.3302 -0.0356 -4.5516 0.48
H 4.878 -3.460 6.693 0.0601 0.2108 0.0326 0.33
H 6.338 -5.140 5.618 0.0036 0.0794 0.0192 0.38
H -5.012 3.477 3.459 0.1148 -0.0525 -0.0675 0.11
C 0.067 -2.278 0.927 2.7347 1.6452 0.8343 -0.92
O 3.280 -1.578 -3.544 0.2966 0.4367 0.8120 -0.40
H 4.148 -1.128 -3.545 -0.3156 0.1378 0.9953 0.27
O -3.507 1.093 3.881 -0.5522 0.0510 0.7811 -0.52
O -4.745 1.603 5.711 0.1772 -0.1493 -0.0979 -0.37
C -4.090 1.902 4.553 0.5504 -0.5107 -1.0951 0.49
H 7.823 0.977 0.219 -0.0398 0.0821 0.0233 0.42
Cl 4.168 1.536 1.232 -0.1518 0.8104 0.3373 -0.63
H 2.388 -4.882 -2.313 -1.2665 0.6919 -0.8961 0.31
H -0.439 -3.188 -3.385 -0.7238 -0.5947 1.4017 0.25
H -0.110 1.038 0.006 -0.5854 0.1971 -2.0524 -0.52
H -5.366 2.803 7.281 -0.0115 -0.2510 -0.1028 0.31
Cl -7.469 1.166 -1.321 -0.5849 0.6340 -0.2208 -0.18
C -1.102 1.498 -3.941 0.2019 -1.5760 1.4552 -0.29
C 9.346 2.482 0.428 -0.0545 0.0181 0.0464 -0.30
C -5.490 2.272 -3.970 -0.3328 -0.1556 0.7855 -1.06
C -4.245 3.361 4.229 0.1705 0.5021 0.3566 0.05
H -5.514 0.268 -7.378 -0.0879 0.0736 -0.1026 0.39
H -1.853 -0.716 -4.008 0.7362 1.1530 0.9533 0.31
H -3.811 4.196 6.157 -0.1011 -0.0233 -0.0505 0.27
N -5.488 2.425 -5.450 -0.8931 1.4470 -0.0092 -0.03
H 8.982 5.409 2.106 0.0000 -0.0420 -0.0323 0.34
H -3.301 3.794 3.900 -0.0565 -0.2936 -0.3312 0.10
H 7.270 -4.133 6.747 -0.0692 -0.0136 -0.0287 0.28
H -5.354 -1.760 -3.410 -1.1426 -0.7192 0.1913 0.06
H -5.944 -3.495 -3.657 -0.2845 1.3952 0.8249 0.24
C -4.690 3.936 5.558 0.0004 0.6082 0.0855 -0.59
H -6.443 3.202 -0.700 -0.0967 -0.1756 0.0796 0.41
C 9.673 3.726 0.960 -0.0504 -0.0078 0.0176 -0.37
C -4.779 1.069 -7.488 -0.2743 0.1405 0.1140 -1.26
H 0.269 3.264 -1.345 -0.8968 -1.4022 -1.1081 0.34
C -0.820 -3.717 -2.436 0.1849 -0.1008 -0.8120 -0.77